No. 1
The following is a quantum chemistry calculation of a 8-piece molecular cluster, H16O8 overall in a non-equilibrium geometry, from the Open Molecules 2025 dataset.

Output
LUMO level (spin up / spin down)   -3.33 / -10.97 eV
Molecular weight   144.1 g/mol
Expectation value of S²   0.758
Total charge   +1
2S+1   2
E_HOMO (spin up / spin down)   -13.5 / -13.4 eV

Positions of all 24 atoms, in Å:
1 O 2.841 -0.869 -2.717
2 H 1.945 -0.946 -2.391
3 H 2.794 -1.172 -3.624
4 O 1.198 -0.311 2.252
5 H 1.186 -1.185 1.863
6 H 1.998 -0.293 2.778
7 O -2.142 2.403 2.096
8 H -2.244 1.503 2.404
9 H -1.451 2.354 1.436
10 O 0.563 1.203 -2.973
11 H 1.274 1.538 -3.520
12 H -0.173 1.098 -3.576
13 O 0.350 1.371 0.231
14 H 0.661 0.918 1.016
15 H 0.643 0.820 -0.495
16 O -1.944 -0.186 -0.056
17 H -2.341 0.148 -0.860
18 H -1.106 0.273 0.007
19 O 0.515 -1.954 -1.518
20 H -0.368 -2.027 -1.881
21 H 0.593 -2.701 -0.925
22 O -1.876 -0.390 3.456
23 H -1.942 -1.258 3.856
24 H -0.974 -0.338 3.142

No. 2
The following is a quantum chemistry calculation of H16O8Sn as an isolated structure in a non-equilibrium geometry, from the Open Molecules 2025 dataset.

Output
LUMO level   -6.59 eV
Molecular weight   262.8 g/mol
Total charge   +2
E_HOMO   -17.2 eV

Positions of all 25 atoms, in Å:
1 Sn -0.100 0.159 0.040
2 O 2.007 1.641 -0.261
3 H 2.745 1.397 -0.858
4 H 2.316 2.428 0.168
5 O 1.735 -0.528 1.612
6 H 1.541 -1.412 1.998
7 H 1.919 -0.006 2.365
8 O -1.268 -1.755 1.402
9 H -1.442 -2.611 0.948
10 H -0.664 -2.031 2.097
11 O 0.705 -2.391 -0.602
12 H 0.959 -2.585 -1.487
13 H -0.002 -2.978 -0.478
14 O -0.687 2.448 -0.778
15 H -1.479 2.880 -1.062
16 H -0.007 3.047 -1.083
17 O 0.195 0.364 -2.631
18 H -0.381 0.943 -3.058
19 H 1.121 0.510 -2.952
20 O -0.554 1.006 2.553
21 H -0.125 1.508 3.245
22 H -1.006 0.336 3.079
23 O -2.151 -0.815 -1.192
24 H -2.411 -1.288 -1.965
25 H -2.959 -0.278 -1.109

No. 3
The following is a quantum chemistry calculation of H16O8Tl as an isolated structure in a non-equilibrium geometry, from the Open Molecules 2025 dataset.

Output
LUMO level   -12.20 eV
Molecular weight   348.5 g/mol
Total charge   +3
E_HOMO   -23.6 eV

Positions of all 25 atoms, in Å:
1 Tl -0.159 -0.128 -0.153
2 O 2.022 -0.332 -0.366
3 H 2.593 -0.587 0.389
4 H 2.506 0.363 -0.935
5 O -1.622 1.424 0.476
6 H -2.550 1.392 0.748
7 H -1.309 2.221 0.930
8 O 1.062 1.751 1.260
9 H 1.054 1.781 2.240
10 H 1.864 2.212 0.939
11 O -0.088 -0.834 -2.195
12 H -0.126 -0.289 -2.972
13 H 0.442 -1.597 -2.435
14 O 0.414 1.740 -1.347
15 H 1.328 1.830 -1.636
16 H -0.057 2.570 -1.496
17 O -0.215 -0.469 2.070
18 H -0.846 -1.029 2.488
19 H 0.178 -0.032 2.804
20 O 0.178 -2.294 0.099
21 H -0.546 -2.955 0.232
22 H 1.007 -2.774 0.157
23 O -2.169 -0.997 -0.424
24 H -2.385 -1.501 -1.201
25 H -2.588 -1.454 0.321

No. 4
The following is a quantum chemistry calculation of H16O8Xe as an isolated structure in a non-equilibrium geometry, from the Open Molecules 2025 dataset.

Output
LUMO level   0.37 eV
Molecular weight   275.4 g/mol
Total charge   0
E_HOMO   -10.5 eV

Positions of all 25 atoms, in Å:
1 Xe -0.913 0.283 -0.697
2 O 2.021 1.709 -2.554
3 H 2.161 0.815 -2.864
4 H 1.181 1.966 -2.935
5 O -0.274 -3.373 -0.142
6 H 0.125 -4.237 -0.245
7 H 0.085 -3.040 0.681
8 O 0.251 -1.963 2.176
9 H 0.749 -1.156 2.051
10 H 0.734 -2.441 2.850
11 O -3.567 2.811 -0.147
12 H -3.725 2.895 -1.088
13 H -4.066 2.037 0.112
14 O 1.675 0.734 1.890
15 H 2.404 0.470 2.451
16 H 2.073 1.300 1.229
17 O 3.040 2.258 0.168
18 H 2.565 2.094 -0.647
19 H 2.748 3.126 0.446
20 O -4.769 0.360 0.452
21 H -4.508 -0.068 1.267
22 H -4.661 -0.315 -0.218
23 O 1.577 -2.026 -1.798
24 H 2.289 -1.979 -1.160
25 H 0.806 -2.262 -1.281

No. 5
The following is a quantum chemistry calculation of a 8-piece molecular cluster, H17NO7 overall in a non-equilibrium geometry, from the Open Molecules 2025 dataset.

Output
LUMO level   0.37 eV
Molecular weight   143.1 g/mol
Total charge   0
SMILES string   N.O.O.O.O.O.O.O
E_HOMO   -10.4 eV

Positions of all 25 atoms, in Å:
1 N -1.350 -1.042 -1.584
2 H -1.689 -0.654 -0.717
3 H -2.020 -1.530 -2.155
4 H -0.547 -1.637 -1.455
5 O -0.467 1.809 -1.719
6 H -0.431 2.438 -2.449
7 H -0.647 0.940 -2.123
8 O 1.344 -4.596 -0.292
9 H 2.164 -4.329 -0.719
10 H 1.605 -5.261 0.352
11 O -1.478 2.410 0.929
12 H -1.554 2.328 -0.033
13 H -0.627 2.858 1.066
14 O 1.964 1.361 -0.368
15 H 1.602 0.540 -0.007
16 H 1.242 1.688 -0.935
17 O -1.734 -0.217 1.407
18 H -1.563 -0.555 2.267
19 H -1.527 0.740 1.403
20 O 0.703 -2.104 1.268
21 H 0.911 -2.671 0.511
22 H -0.231 -1.907 1.114
23 O 1.186 3.388 1.320
24 H 1.450 2.608 0.790
25 H 1.694 3.395 2.131

No. 6
The following is a quantum chemistry calculation of a 8-piece molecular cluster, H17NO7 overall in a non-equilibrium geometry, from the Open Molecules 2025 dataset.

Output
LUMO level   0.08 eV
Molecular weight   143.1 g/mol
Total charge   0
SMILES string   N.O.O.O.O.O.O.O
E_HOMO   -10.7 eV

Positions of all 25 atoms, in Å:
1 N 1.808 -0.489 -1.749
2 H 1.481 -0.169 -0.823
3 H 0.999 -0.158 -2.275
4 H 2.482 0.263 -1.862
5 O -1.578 0.244 -0.391
6 H -2.441 0.360 0.003
7 H -1.247 -0.661 -0.352
8 O 0.358 -1.388 1.583
9 H 0.864 -1.670 2.355
10 H 0.464 -0.432 1.702
11 O -1.821 0.527 2.917
12 H -2.249 -0.287 2.636
13 H -2.537 1.161 3.007
14 O 1.290 2.616 0.703
15 H 0.512 2.666 1.268
16 H 1.270 1.646 0.656
17 O -1.595 -2.531 -0.919
18 H -0.778 -2.167 -0.569
19 H -1.304 -3.324 -1.359
20 O 2.584 0.018 0.822
21 H 2.302 -0.872 0.609
22 H 3.510 0.215 0.952
23 O -0.999 1.170 -3.185
24 H -0.553 0.904 -2.371
25 H -1.884 0.943 -2.882

No. 7
The following is a quantum chemistry calculation of H17O9 as an isolated structure in a non-equilibrium geometry, from the Open Molecules 2025 dataset.

Output
LUMO level   2.38 eV
Molecular weight   161.1 g/mol
Total charge   -1
E_HOMO   -6.0 eV

Positions of all 26 atoms, in Å:
1 O -1.038 -0.253 -0.011
2 H -0.564 0.439 -1.499
3 H -0.474 -0.861 0.489
4 O 2.102 -2.313 -0.431
5 H 1.210 -2.668 -0.150
6 O 0.956 1.438 3.358
7 H 0.120 1.747 3.736
8 H 0.809 1.484 2.413
9 O -2.951 1.288 2.620
10 H -2.295 1.765 1.976
11 H -3.277 0.432 2.193
12 O -1.085 2.219 0.843
13 H -0.256 2.612 0.492
14 H -1.021 1.101 0.332
15 O 1.376 1.133 -0.020
16 H 0.791 0.294 0.034
17 H 2.057 0.705 -0.601
18 O -0.273 0.515 -2.416
19 H -0.759 -0.280 -2.775
20 H 2.853 -2.839 -0.102
21 O -1.666 -2.226 -1.630
22 H -1.892 -1.326 -1.406
23 H -1.006 -2.670 -1.125
24 O 2.401 -0.346 -2.046
25 H 2.284 -1.241 -1.802
26 H 1.598 -0.149 -2.472

No. 8
The following is a quantum chemistry calculation of a 9-piece molecular cluster, H17O9 overall in a non-equilibrium geometry, from the Open Molecules 2025 dataset.

Output
LUMO level   3.23 eV
Molecular weight   161.1 g/mol
Total charge   -1
E_HOMO   -6.6 eV

Positions of all 26 atoms, in Å:
1 O -0.112 0.070 -0.338
2 H 0.337 -0.729 -0.152
3 O 2.617 -1.906 0.245
4 H 2.605 -0.975 0.021
5 H 2.324 -2.337 -0.577
6 O -1.814 1.494 1.021
7 H -1.045 1.137 0.588
8 H -1.711 1.450 1.953
9 O 2.542 0.572 -0.774
10 H 2.892 1.236 -0.163
11 H 1.590 0.485 -0.712
12 O 0.924 0.344 2.007
13 H 0.286 -0.207 2.403
14 H 0.545 0.246 1.082
15 O -2.312 -1.333 -0.789
16 H -1.596 -0.753 -0.593
17 H -3.079 -0.801 -0.660
18 O -0.324 -0.485 -2.987
19 H -1.256 -0.345 -2.879
20 H -0.158 -0.387 -2.078
21 O 0.175 2.765 -0.969
22 H 1.093 2.984 -1.202
23 H 0.105 1.819 -0.901
24 O -1.163 -1.412 2.229
25 H -1.910 -1.267 2.779
26 H -1.555 -1.664 1.446

Copy entry 3 word for word.
The following is a quantum chemistry calculation of H16O8Tl as an isolated structure in a non-equilibrium geometry, from the Open Molecules 2025 dataset.

Output
LUMO level   -12.20 eV
Molecular weight   348.5 g/mol
Total charge   +3
E_HOMO   -23.6 eV

Positions of all 25 atoms, in Å:
1 Tl -0.159 -0.128 -0.153
2 O 2.022 -0.332 -0.366
3 H 2.593 -0.587 0.389
4 H 2.506 0.363 -0.935
5 O -1.622 1.424 0.476
6 H -2.550 1.392 0.748
7 H -1.309 2.221 0.930
8 O 1.062 1.751 1.260
9 H 1.054 1.781 2.240
10 H 1.864 2.212 0.939
11 O -0.088 -0.834 -2.195
12 H -0.126 -0.289 -2.972
13 H 0.442 -1.597 -2.435
14 O 0.414 1.740 -1.347
15 H 1.328 1.830 -1.636
16 H -0.057 2.570 -1.496
17 O -0.215 -0.469 2.070
18 H -0.846 -1.029 2.488
19 H 0.178 -0.032 2.804
20 O 0.178 -2.294 0.099
21 H -0.546 -2.955 0.232
22 H 1.007 -2.774 0.157
23 O -2.169 -0.997 -0.424
24 H -2.385 -1.501 -1.201
25 H -2.588 -1.454 0.321

Question: Which formula does entry 3 have?
Answer: H16O8Tl

Question: What is the molecular weight in the second record?
Answer: 262.8 g/mol